Entry from the OMol25 dataset: a cluster of 2 separate species, C13H32N3OP in total (ωB97M-V/def2-TZVPD).

Positions of all 50 atoms, in Å:
C (0.80399, -2.11921, -2.19807)
P (0.11040, -3.82365, -2.74057)
O (-0.18129, -3.25570, -4.33173)
N (-1.24904, -3.84225, -1.90217)
C (-2.43240, -3.10836, -2.21801)
C (-3.13040, -2.58818, -0.94856)
C (-4.04417, -1.38934, -1.16506)
N (-3.33374, -0.23790, -1.74746)
H (1.70242, -1.73400, -2.69993)
H (-0.03782, -1.41655, -2.30319)
H (0.98280, -2.24322, -1.12320)
H (-0.27561, -2.29858, -4.36317)
H (-3.15837, -3.74106, -2.75904)
H (-2.24403, -2.24141, -2.88545)
H (-3.70543, -3.40434, -0.49911)
H (-2.34676, -2.30815, -0.23539)
H (-4.92162, -1.68870, -1.75660)
H (-4.43536, -1.05247, -0.19932)
H (-3.82218, 0.62267, -1.53514)
H (-3.26056, -0.31306, -2.75325)
C (-0.39276, 1.40797, -1.37495)
C (1.12821, 1.41938, -1.23313)
C (1.74235, 0.62058, -0.09199)
N (1.41521, 1.03648, 1.33428)
C (1.40358, 2.53265, 1.46574)
C (1.28735, 3.00365, 2.90586)
C (2.38541, 2.40964, 3.78065)
C (2.38112, 0.88838, 3.67003)
C (2.48997, 0.45272, 2.22074)
C (0.09153, 0.44382, 1.70885)
H (-0.89724, 2.02747, -0.62919)
H (-0.66948, 1.80963, -2.34879)
H (-0.79491, 0.39481, -1.32213)
H (1.50777, 2.44475, -1.22980)
H (1.55504, 0.94507, -2.12010)
H (2.82777, 0.65598, -0.18035)
H (1.42830, -0.42172, -0.17031)
H (2.33823, 2.88022, 1.02137)
H (0.57668, 2.89590, 0.85963)
H (1.34552, 4.09291, 2.89351)
H (0.30311, 2.75651, 3.30968)
H (2.25357, 2.71665, 4.81775)
H (3.35717, 2.79479, 3.45604)
H (1.48819, 0.46973, 4.13853)
H (3.23130, 0.45746, 4.20043)
H (2.42270, -0.62878, 2.10593)
H (3.44003, 0.78481, 1.80104)
H (0.15240, -0.63515, 1.58706)
H (-0.67257, 0.83941, 1.04973)
H (-0.14641, 0.68772, 2.73832)

Forces on the atoms, in the same order (eV/Å):
C -0.005 0.202 0.274
P 0.107 0.485 0.136
O 0.062 -0.200 -0.161
N -0.297 -0.724 -0.091
C 0.088 0.250 0.128
C 0.142 0.130 -0.055
C -0.192 -0.062 0.043
N 0.085 0.078 0.219
H -0.029 -0.098 -0.021
H 0.124 0.037 -0.064
H 0.130 0.017 -0.082
H -0.109 -0.053 0.037
H -0.015 0.125 -0.049
H -0.027 -0.008 0.011
H 0.059 0.053 0.068
H -0.003 -0.017 -0.039
H 0.080 0.049 -0.064
H -0.003 -0.075 -0.007
H -0.106 -0.044 -0.147
H 0.005 -0.053 0.016
C 0.146 -0.100 0.030
C -0.084 0.160 0.045
C -0.109 -0.168 -0.227
N -0.057 -0.113 0.024
C -0.022 -0.018 0.018
C 0.012 -0.004 0.011
C 0.005 -0.009 -0.001
C -0.017 0.023 0.015
C -0.043 -0.035 -0.007
C -0.021 0.070 0.025
H -0.014 -0.008 -0.002
H 0.003 0.002 -0.015
H -0.079 0.098 0.030
H 0.042 -0.012 -0.014
H -0.006 -0.027 0.016
H 0.000 0.051 0.060
H 0.090 0.015 -0.055
H -0.003 -0.004 0.006
H 0.033 0.005 -0.023
H 0.004 -0.003 0.000
H -0.002 -0.002 -0.007
H -0.002 0.001 -0.003
H 0.001 -0.004 -0.004
H -0.004 0.003 -0.010
H 0.001 -0.003 -0.009
H 0.039 0.007 -0.015
H -0.008 0.015 0.007
H -0.009 0.004 -0.020
H -0.004 -0.036 -0.027
H 0.012 -0.001 -0.003

energy: -29803.8513 eV
largest force on an atom: 0.79 eV Å⁻¹
highest occupied orbital energy: -4.679 eV
net charge: 0

Here are the Löwdin charges for atoms 1 to 5, given in e:
1. C -0.3328
2. P 0.6084
3. O -0.4110
4. N -0.3748
5. C -0.4192

***

Entry from the OMol25 dataset: a structure of composition C13H32O21S6Si2 at a distorted geometry (ωB97M-V/def2-TZVPD).

Positions of all 74 atoms, in Å:
Si (-3.43255, -1.72411, -0.77652)
O (-1.83924, -2.16507, -0.62802)
Si (-1.43017, -3.71672, -1.06295)
C (0.08870, -4.37684, -0.16614)
C (0.68997, -3.42400, 0.88715)
C (1.74284, -2.48092, 0.34077)
S (1.13104, -0.93788, -0.39716)
H (-3.47306, -0.25262, -0.88973)
H (-4.06940, -2.30594, -1.97460)
H (-4.17929, -2.16388, 0.41976)
H (-2.62512, -4.55694, -0.79182)
H (-1.17224, -3.82925, -2.50457)
H (0.86652, -4.69085, -0.85138)
H (-0.24129, -5.27424, 0.34903)
H (-0.08625, -2.89690, 1.43032)
H (1.20712, -4.01216, 1.63064)
H (2.37144, -2.97171, -0.38945)
H (2.37268, -2.16037, 1.15935)
H (1.09594, -1.21172, -1.70559)
C (-0.56850, 2.31508, 0.22018)
C (0.83791, 2.81705, 0.00206)
O (0.66538, 4.16968, -0.47627)
S (-0.61993, 4.80622, 0.21372)
O (-0.22905, 5.59289, 1.32972)
O (-1.43922, 5.36398, -0.80404)
O (-1.27073, 3.45884, 0.75089)
H (-1.03528, 2.02433, -0.72305)
H (-0.61428, 1.49131, 0.92088)
H (1.38380, 2.22969, -0.72938)
H (1.39683, 2.85229, 0.93324)
C (1.38416, -8.45050, 0.35930)
C (2.38703, -9.15763, 1.24677)
O (3.11583, -8.09027, 1.86888)
S (2.14675, -6.83773, 2.10407)
O (1.66376, -6.87281, 3.43387)
O (2.76973, -5.68915, 1.55947)
O (0.96717, -7.31781, 1.13462)
H (1.84276, -8.09237, -0.56422)
H (0.52159, -9.06754, 0.12561)
H (3.07209, -9.78926, 0.68949)
H (1.89325, -9.74352, 2.02431)
C (1.48589, 4.18163, 5.12263)
C (0.82067, 3.27316, 6.13607)
O (0.35557, 2.16198, 5.35443)
S (1.36852, 1.88996, 4.15045)
O (2.25916, 0.84597, 4.49469)
O (0.61836, 1.85503, 2.94712)
O (2.15589, 3.27775, 4.22951)
H (0.75520, 4.75756, 4.55201)
H (2.21271, 4.85137, 5.57234)
H (-0.02116, 3.74340, 6.63469)
H (1.53191, 2.90514, 6.87785)
C (-2.69823, 8.62124, 0.03103)
C (-3.21641, 8.05691, -1.27205)
O (-4.58305, 8.50140, -1.32641)
S (-4.70995, 9.93876, -0.63834)
O (-4.67001, 10.94727, -1.63318)
O (-5.75652, 9.88589, 0.31430)
O (-3.29771, 9.92501, 0.11530)
H (-3.02798, 8.02754, 0.88502)
H (-1.61672, 8.71385, 0.04702)
H (-3.17564, 6.97386, -1.29990)
H (-2.68193, 8.46900, -2.13022)
C (2.49258, -1.83540, -4.93161)
C (1.86439, -1.74706, -6.30663)
O (0.92858, -2.83343, -6.33257)
S (0.31139, -3.05469, -4.87102)
O (-0.93052, -2.38275, -4.77999)
O (0.45741, -4.42202, -4.53560)
O (1.40383, -2.19352, -4.06941)
H (3.24868, -2.62105, -4.88425)
H (2.92103, -0.89289, -4.60298)
H (2.58663, -1.87033, -7.10787)
H (1.31872, -0.81120, -6.44164)

Forces on the atoms, in the same order (eV/Å):
Si 0.131 0.423 0.204
O -0.469 -0.469 -0.249
Si 0.540 -0.302 -0.164
C -0.497 0.680 0.558
C 0.048 -0.413 -0.219
C -0.294 0.219 -0.110
S 0.024 0.612 0.092
H -0.014 0.004 0.041
H 0.066 -0.080 -0.048
H -0.030 0.008 0.001
H 0.005 -0.034 0.128
H -0.130 0.180 -0.122
H 0.122 -0.053 -0.331
H -0.088 -0.206 0.043
H -0.164 0.344 -0.020
H 0.097 -0.238 0.214
H 0.208 -0.195 -0.088
H 0.228 0.185 0.117
H 0.009 -0.371 0.006
C -0.056 -0.214 -0.450
C 0.283 -0.169 0.311
O -0.339 -0.032 -0.102
S 0.190 -0.530 0.056
O -0.102 0.205 0.100
O -0.064 0.274 -0.082
O 0.203 0.166 0.021
H -0.050 0.037 0.029
H -0.075 0.108 0.184
H -0.017 0.175 -0.160
H 0.011 -0.033 0.044
C 0.168 -0.006 -0.278
C -0.201 -0.203 0.169
O -0.024 0.170 -0.268
S 0.017 -0.628 -0.127
O -0.097 0.282 0.133
O 0.209 0.121 0.077
O 0.055 -0.137 0.196
H 0.006 -0.013 0.009
H -0.116 0.107 0.096
H 0.148 0.112 0.035
H -0.011 -0.007 -0.024
C -0.292 0.228 -0.062
C 0.248 0.020 0.224
O 0.003 0.116 -0.211
S -0.054 0.396 0.308
O 0.107 -0.150 -0.123
O -0.081 -0.254 -0.091
O 0.051 -0.195 0.173
H 0.000 -0.014 0.004
H 0.146 -0.086 -0.082
H -0.132 -0.115 -0.090
H -0.001 0.020 -0.006
C -0.050 -0.275 0.183
C 0.253 0.021 -0.248
O -0.023 0.065 0.289
S 0.317 -0.304 -0.017
O -0.059 0.203 -0.024
O -0.209 0.049 0.020
O -0.032 0.025 -0.216
H 0.007 -0.009 -0.013
H -0.004 0.170 0.004
H -0.192 -0.009 -0.004
H 0.013 0.001 0.021
C 0.257 -0.169 -0.075
C -0.103 0.320 -0.005
O 0.169 -0.133 0.177
S 0.341 0.208 -0.228
O -0.169 -0.020 0.108
O -0.118 -0.165 -0.030
O -0.158 0.107 -0.081
H -0.002 0.008 -0.015
H -0.120 0.022 0.131
H -0.072 -0.166 -0.054
H 0.027 0.007 0.011

energy: -137761.2224 eV
largest force on an atom: 1.01 eV Å⁻¹
highest occupied orbital energy: -8.927 eV
net charge: 0
energy relative to the best compared isomer or geometry (same formula, charge and spin): 0.0 kcal per mole

Here are the Löwdin charges for atoms 1 to 5, given in e:
1. Si 0.4943
2. O -0.5294
3. Si 0.5113
4. C -0.2833
5. C -0.3219

***

Entry from the OMol25 dataset: a structure of composition C13H33Br9N7O9P at a distorted geometry (ωB97M-V/def2-TZVPD).

Positions of all 72 atoms, in Å:
C (0.50747, 1.47741, 2.59494)
N (0.43634, 2.87699, 3.06354)
O (-0.36104, 3.14617, 3.98358)
O (1.23316, 3.61873, 2.58870)
H (-0.49945, 1.18908, 2.29317)
H (0.79170, 0.83123, 3.42546)
H (1.07073, 1.44670, 1.66225)
C (0.32078, -4.54245, 4.13196)
N (1.08999, -4.21336, 2.88799)
O (0.52518, -4.48738, 1.84093)
O (2.23105, -3.83020, 3.01314)
H (-0.40750, -3.79084, 4.43660)
H (1.00199, -4.55326, 4.98279)
H (-0.22350, -5.48472, 4.06881)
C (2.00845, -2.54640, -3.31815)
N (1.65041, -2.10232, -1.97825)
O (0.69903, -2.58429, -1.40178)
O (2.57400, -1.52177, -1.48859)
H (1.16176, -3.18478, -3.57048)
H (2.93847, -3.11482, -3.30941)
H (1.87369, -1.67469, -3.95851)
C (0.45556, -2.33491, 0.86983)
N (-0.71620, -1.40809, 0.96185)
O (-1.70984, -1.68937, 0.36969)
O (-0.49899, -0.29931, 1.48510)
H (1.00054, -1.92275, 0.02058)
H (0.03517, -3.28429, 0.53812)
H (1.03533, -2.25987, 1.78980)
O (-0.51923, 2.14617, 0.77554)
P (-0.22087, 2.31709, -0.67736)
N (0.23185, 0.86624, -1.49221)
C (0.22668, 0.70556, -2.95242)
C (0.00741, -0.36967, -0.78639)
N (1.12008, 3.31591, -0.89730)
C (2.11897, 3.69982, 0.17358)
C (1.41732, 3.78910, -2.29717)
N (-1.47721, 3.03561, -1.59628)
C (-2.66029, 2.33795, -1.97846)
C (-1.82268, 4.43812, -1.30420)
H (1.04087, 0.14872, -3.41624)
H (0.29920, 1.65918, -3.47536)
H (-0.66832, 0.15627, -3.24456)
H (0.41157, -0.21922, 0.21467)
H (0.59514, -1.22463, -1.12063)
H (-1.03131, -0.69395, -0.72295)
H (1.59800, 4.44602, 0.77348)
H (2.57908, 2.84325, 0.66621)
H (3.02339, 4.15564, -0.22935)
H (2.10177, 3.11963, -2.81819)
H (0.49413, 3.75157, -2.87545)
H (1.98068, 4.70723, -2.13055)
H (-2.54487, 1.26067, -2.09772)
H (-3.55110, 2.53935, -1.38348)
H (-2.96963, 2.60390, -2.98924)
H (-0.87700, 4.94551, -1.49487)
H (-2.13628, 4.65799, -0.28371)
H (-2.59455, 4.79702, -1.98502)
C (-2.80084, 0.71509, 1.97262)
Br (-3.27394, -0.28520, 3.65750)
Br (-2.33231, 2.60982, 2.30564)
Br (-4.32706, 0.62727, 0.67599)
H (-1.91635, 0.35777, 1.44526)
C (-3.65921, -1.92529, -0.36035)
Br (-5.25469, -0.89558, -0.79252)
Br (-2.66038, -2.57050, -1.86726)
Br (-3.78560, -3.34626, 1.02008)
H (-3.06612, -1.11285, 0.05951)
C (3.23221, -3.47063, 0.19954)
Br (3.69727, -3.10300, 2.14193)
Br (2.20994, -5.19589, 0.18453)
Br (4.89881, -3.51335, -0.95090)
H (2.64122, -2.58390, -0.02961)

Forces on the atoms, in the same order (eV/Å):
C -0.329 -0.496 1.403
N -0.789 -1.528 2.740
O 1.881 -0.054 -1.047
O 0.624 1.705 0.217
H 1.201 0.843 1.657
H 0.498 0.282 0.114
H 0.552 -0.234 1.118
C -0.274 0.407 1.542
N -4.271 -2.824 1.795
O -0.233 -0.146 2.662
O -8.206 -4.837 4.460
H -0.071 0.364 -0.763
H 0.309 -0.248 -0.353
H 0.347 0.058 -0.555
C -2.679 -0.650 -1.461
N 3.597 -4.219 -2.975
O 0.548 -3.095 -3.816
O -0.174 2.599 1.515
H 0.291 -0.353 -0.371
H 0.023 0.612 0.049
H 0.905 -0.093 -0.131
C -1.195 1.051 1.159
N 2.033 -1.126 4.529
O 2.923 -0.984 3.184
O -0.679 -4.830 0.792
H -0.052 -0.267 2.740
H 0.298 0.657 0.405
H -0.467 0.020 -0.164
O 0.790 0.385 -5.231
P 1.009 0.523 -0.910
N -0.304 0.769 -0.760
C -0.517 0.659 0.144
C 1.616 3.067 -1.568
N -0.133 0.293 -1.002
C -0.821 0.055 -1.451
C 0.465 -1.093 1.765
N 0.588 0.133 0.815
C -0.887 -1.250 -1.164
C 1.496 0.028 -0.187
H 0.585 -0.220 0.757
H -0.486 0.042 0.132
H -0.374 0.172 -0.286
H 0.730 1.217 -2.362
H -2.591 4.463 0.323
H 0.890 1.541 -1.853
H 0.687 -0.499 0.304
H -0.813 -0.025 0.473
H -0.322 0.308 -0.838
H 0.250 -0.301 0.056
H 0.089 0.922 0.022
H -0.661 0.449 -0.736
H 0.263 -0.195 0.576
H 0.259 -0.056 0.535
H 0.157 0.491 -0.323
H -0.295 0.750 0.122
H -0.087 -0.365 0.167
H 0.145 -0.151 -0.132
C -1.758 2.700 0.606
Br 0.634 0.638 -1.312
Br -3.895 -0.314 1.246
Br 3.684 3.669 5.550
H -1.280 0.019 0.644
C -2.049 -0.180 -0.452
Br -3.681 -5.418 -5.312
Br -0.966 -0.272 -0.949
Br -0.747 0.709 -0.787
H -1.811 -0.414 -0.424
C 1.162 -0.758 2.423
Br 10.981 5.737 -7.778
Br 2.275 0.276 -2.069
Br -1.421 -0.173 0.821
H 0.535 -0.947 -0.042

energy: -682512.0554 eV
largest force on an atom: 14.63 eV Å⁻¹
highest occupied orbital energy: -7.477 eV
net charge: 0

Here are the Löwdin charges for atoms 1 to 5, given in e:
1. C -0.0594
2. N -0.4429
3. O -0.0785
4. O 0.0351
5. H -0.0129

***

Entry from the OMol25 dataset: a structure of composition C13H33N3O6Sr at a distorted geometry (ωB97M-V/def2-TZVPD).

Positions of all 56 atoms, in Å:
Sr (8.39936, -20.75431, 0.30913)
C (7.29395, -18.06676, -0.63695)
O (7.21665, -19.02499, -1.35430)
O (7.78761, -18.32255, 0.48232)
O (6.72515, -17.04896, -0.95576)
C (12.49593, -18.83404, 0.75939)
C (11.20627, -19.62961, 0.31316)
C (11.48982, -20.37907, -1.02163)
O (10.29128, -20.85707, -1.56235)
C (10.62777, -21.61996, -2.70888)
N (10.69117, -20.61561, 1.34743)
H (13.31158, -19.52584, 0.96967)
H (12.32838, -18.32365, 1.70782)
H (12.90346, -18.15408, 0.01128)
H (10.44155, -18.90620, 0.03035)
H (12.21374, -21.17497, -0.84679)
H (11.98846, -19.80345, -1.80144)
H (9.71693, -21.93297, -3.21926)
H (11.14481, -22.48194, -2.28728)
H (11.14526, -20.99310, -3.43508)
H (10.70647, -20.02644, 2.16764)
H (11.54859, -21.14884, 1.37185)
C (7.60943, -21.39066, 5.08082)
C (7.17622, -21.61071, 3.56901)
C (6.41275, -20.51731, 2.93969)
O (5.95776, -20.99543, 1.63260)
C (4.71548, -21.59711, 1.48686)
N (8.39527, -21.81170, 2.77076)
H (7.95207, -20.38200, 5.31169)
H (8.40216, -22.06773, 5.39905)
H (6.77328, -21.60380, 5.74679)
H (6.64238, -22.54773, 3.41056)
H (6.96800, -19.60794, 2.70979)
H (5.52637, -20.30249, 3.53657)
H (4.55098, -22.05281, 0.51045)
H (3.99792, -20.79092, 1.63942)
H (4.50970, -22.36631, 2.23123)
H (9.05262, -21.24952, 3.29224)
H (8.73848, -22.69879, 3.11044)
C (5.83064, -24.25904, -0.94789)
C (6.98453, -23.40890, -0.46046)
C (8.41569, -24.00375, -0.60622)
O (9.23809, -23.21318, 0.14321)
C (10.40347, -23.82409, 0.58926)
N (6.93437, -22.18503, -1.26409)
H (4.89239, -23.70728, -0.89004)
H (5.75136, -25.18019, -0.37056)
H (6.07133, -24.43846, -1.99573)
H (6.80230, -23.13558, 0.57886)
H (8.82168, -24.24184, -1.58937)
H (8.25567, -24.98616, -0.16196)
H (10.84944, -23.41576, 1.49615)
H (11.14584, -23.98970, -0.19149)
H (10.15088, -24.76776, 1.07277)
H (7.19194, -22.61506, -2.14091)
H (5.96178, -21.98337, -1.44717)

Forces on the atoms, in the same order (eV/Å):
Sr -2.046 2.404 -1.426
C -2.118 2.074 0.660
O 0.624 -8.059 -5.670
O 3.491 -0.451 6.223
O -0.899 4.538 -0.121
C -0.623 -1.146 0.179
C 0.965 0.882 -1.740
C 0.234 0.562 1.024
O -0.096 -0.072 -0.066
C -1.175 -0.053 0.311
N 2.047 1.661 -1.368
H 0.080 -0.359 -0.025
H -0.198 0.294 -0.176
H -0.515 0.125 -0.023
H -0.395 0.196 0.489
H 0.039 -0.712 0.287
H 0.016 0.822 0.293
H -0.133 -0.061 0.282
H 0.537 -0.245 -0.866
H 0.585 -0.254 0.113
H -0.140 -0.131 0.659
H -0.038 -0.890 0.832
C -1.225 -0.337 -0.579
C 1.462 -0.637 1.332
C -2.184 -0.178 -1.132
O 2.138 0.063 -0.287
C -1.042 0.707 1.024
N 0.547 -0.151 1.037
H -0.065 0.161 -0.372
H 0.058 -0.185 -0.343
H -0.113 0.141 0.037
H -0.518 0.061 0.575
H 0.100 0.147 0.150
H -0.042 0.403 0.094
H 0.466 0.334 -0.079
H -0.603 -0.222 -0.210
H 0.119 -0.259 0.251
H 0.589 0.807 -0.453
H 0.125 -0.768 -0.570
C 0.809 -0.732 0.198
C -0.298 0.518 -0.643
C -2.571 -1.550 0.642
O 1.141 1.247 0.818
C 0.385 -1.417 1.078
N 0.340 -0.747 -0.475
H 0.081 -0.072 0.052
H -0.189 -0.216 -0.262
H -0.467 -0.530 -0.136
H 0.414 -0.186 0.311
H -0.314 0.574 -0.559
H 0.572 -0.452 0.443
H -0.022 1.348 -0.514
H 0.050 0.095 -0.047
H -0.221 -0.809 -0.668
H 0.446 0.840 -0.862
H -0.211 0.874 0.274

energy: -31605.3351 eV
largest force on an atom: 9.87 eV Å⁻¹
highest occupied orbital energy: -4.292 eV
net charge: 0
energy relative to the best compared isomer or geometry (same formula, charge and spin): 0.0 kcal per mole

Here are the Löwdin charges for atoms 1 to 5, given in e:
1. Sr 1.5187
2. C -1.2210
3. O -0.1607
4. O -0.2537
5. O -0.0507